# 1
{
  "formula": "C4H12N2",
  "method": "ωB97M-V/def2-TZVPD",
  "species": ["C", "N", "C", "C", "C", "N", "H", "H", "H", "H", "H", "H", "H", "H", "H", "H", "H", "H"],
  "coordinates": [[2.031657, 0.823116, -0.703566], [0.631345, 1.369609, -0.478874], [-0.494593, 0.486009, -0.779990], [-1.081411, -0.366426, 0.477485], [-1.163600, -1.812818, -0.014790], [-0.231405, -0.381596, 1.698638], [2.194815, -0.266554, -0.532143], [2.260671, 0.762348, -1.824608], [2.817440, 1.575663, -0.399248], [0.689762, 2.231405, -1.033477], [-1.202619, 1.213952, -1.290269], [-0.310850, -0.430086, -1.430409], [-2.165855, -0.023697, 0.710145], [-0.846844, -2.557379, 0.882434], [-0.340019, -1.913441, -0.798928], [-2.347945, -1.857080, -0.302374], [0.018207, 0.546713, 1.993697], [0.681344, -0.977225, 1.612006]],
  "forces_ev_per_angstrom": [[-0.06, 0.19, -2.44], [2.33, -0.70, 0.00], [-0.55, 0.11, -0.30], [0.20, 0.73, 0.41], [-1.11, -0.98, 1.32], [0.99, -1.09, -0.60], [-0.19, 1.04, 1.21], [-0.57, 0.36, 0.79], [-0.88, -1.27, 0.56], [-0.95, -0.63, 0.32], [0.14, -1.44, 0.72], [0.49, 2.08, -0.33], [2.02, -0.22, 0.07], [-1.31, 1.60, -2.11], [-1.75, -0.65, 0.64], [3.28, -1.04, -0.02], [0.28, 0.29, -0.08], [-2.37, 1.62, -0.16]],
  "nbo_charge": [-0.442, -0.642, -0.243, -0.067, -0.637, -0.852, 0.206, 0.163, 0.210, 0.364, 0.204, 0.164, 0.185, 0.228, 0.199, 0.231, 0.371, 0.357],
  "multiplicity": 1,
  "lumo_energy_ev": 1.0,
  "smiles": "CNC[C@@H](C)N",
  "e_homo_ev": -8.547,
  "orbital_gap_ev": 9.55
}

# 2
{
  "formula": "C14H20BNO4",
  "method": "ωB97M-V/def2-TZVPD",
  "species": ["C", "C", "C", "C", "C", "B", "C", "O", "C", "O", "C", "C", "C", "C", "O", "N", "C", "C", "C", "O", "H", "H", "H", "H", "H", "H", "H", "H", "H", "H", "H", "H", "H", "H", "H", "H", "H", "H", "H", "H"],
  "coordinates": [[-1.480248, 3.168506, -2.054567], [-1.923649, 1.696517, -2.118464], [-1.523260, 0.895903, -0.853900], [-0.263679, 0.085014, -1.019219], [-0.118454, -1.052619, -1.726095], [-1.275816, -1.762682, -2.542396], [-0.960902, -2.605629, -3.822167], [-2.585053, -1.679104, -2.131206], [1.264825, -1.636289, -1.716209], [1.776876, -2.145606, -2.685781], [2.001591, -1.507357, -0.431096], [1.855199, -0.389750, 0.273270], [2.499608, -0.094630, 1.593161], [1.641993, -0.660753, 2.719632], [1.279742, -1.808808, 2.712406], [1.340346, 0.249016, 3.744495], [0.422103, 1.275477, 3.192976], [0.692929, -0.428086, 4.874123], [0.947716, 0.633486, -0.318048], [1.178034, 1.819201, -0.242318], [-2.296740, 3.805961, -1.716433], [-0.625076, 3.303138, -1.397276], [-1.205490, 3.519000, -3.048799], [-1.421441, 1.235681, -2.967681], [-3.000938, 1.646036, -2.250178], [-1.352027, 1.604404, -0.041781], [-2.331362, 0.250594, -0.517671], [-0.128766, -2.224484, -4.403506], [-1.867692, -2.698721, -4.421223], [-0.723207, -3.615132, -3.470691], [-2.661197, -1.740459, -1.171996], [2.643716, -2.320056, -0.118255], [2.630894, 0.977146, 1.710921], [3.456236, -0.610205, 1.662194], [-0.399820, 0.800789, 2.643398], [-0.020370, 1.816878, 4.024051], [0.944497, 1.959717, 2.529924], [0.606946, 0.295007, 5.683645], [1.289245, -1.270980, 5.205776], [-0.307309, -0.786119, 4.616982]],
  "forces_ev_per_angstrom": [[-0.24, -0.10, -0.23], [0.46, 0.17, 0.30], [0.03, 0.33, 0.03], [-0.11, -0.14, 0.05], [-0.22, 0.10, 0.41], [0.31, 0.02, -0.49], [-0.55, 0.37, 0.12], [0.19, -0.67, 0.27], [-0.06, 0.09, -0.08], [-0.02, -0.26, 0.01], [0.00, 0.01, 0.25], [0.16, -0.14, -0.03], [-0.27, 0.01, -0.28], [0.21, 0.38, -0.04], [0.17, -0.34, 0.18], [-0.77, -0.51, -0.19], [0.28, -0.02, 0.14], [0.01, 0.32, 0.10], [0.07, -0.09, -0.12], [-0.18, 0.11, 0.27], [0.05, 0.03, 0.18], [0.09, 0.01, 0.00], [0.03, 0.07, -0.01], [-0.30, -0.16, -0.15], [-0.03, -0.13, -0.20], [-0.04, 0.02, 0.03], [-0.04, -0.06, -0.14], [0.08, -0.15, -0.08], [0.05, -0.01, -0.15], [0.20, -0.03, -0.05], [-0.13, 0.52, -0.06], [0.17, 0.03, -0.12], [0.22, -0.01, 0.01], [0.10, 0.09, 0.05], [-0.05, 0.02, -0.01], [0.13, 0.18, 0.01], [-0.03, 0.09, 0.03], [0.01, -0.02, 0.05], [0.06, -0.03, -0.03], [-0.02, -0.09, -0.03]],
  "nbo_charge": [-0.618, -0.385, -0.449, 0.034, -0.427, 0.993, -1.002, -0.876, 0.528, -0.504, -0.215, -0.053, -0.540, 0.716, -0.574, -0.462, -0.424, -0.418, 0.519, -0.523, 0.203, 0.223, 0.211, 0.203, 0.213, 0.220, 0.218, 0.252, 0.235, 0.253, 0.492, 0.235, 0.247, 0.256, 0.177, 0.216, 0.221, 0.199, 0.221, 0.187],
  "multiplicity": 1,
  "lumo_energy_ev": -1.0,
  "smiles": "CCCC1=C(B(C)O)C(=O)C=C(CC(=O)N(C)C)C1=O",
  "e_homo_ev": -9.602,
  "orbital_gap_ev": 8.59
}

# 3
{
  "formula": "C5H9NO",
  "method": "ωB97M-V/def2-TZVPD",
  "species": ["C", "C", "C", "C", "C", "N", "O", "H", "H", "H", "H", "H", "H", "H", "H", "H"],
  "coordinates": [[0.462500, 1.893188, -0.457332], [0.215652, 0.429402, -0.800365], [1.326315, -0.578750, -0.370880], [0.336118, -1.282056, 0.601604], [-0.724036, -0.323324, 0.120462], [-1.957208, -0.156258, 0.348974], [-2.410930, -1.099280, 1.273953], [1.249539, 2.310129, -1.095872], [0.777700, 2.004969, 0.587044], [-0.447473, 2.484381, -0.599907], [-0.070970, 0.333084, -1.854401], [1.687217, -1.218413, -1.180427], [2.187877, -0.110552, 0.115697], [0.575607, -1.185459, 1.665281], [0.119589, -2.334825, 0.395382], [-3.347703, -0.880550, 1.350276]],
  "forces_ev_per_angstrom": [[-0.02, 0.05, 0.02], [-0.05, 0.06, -0.10], [0.17, -0.04, -0.04], [0.03, -0.14, 0.05], [-0.29, 0.11, 0.10], [0.56, 0.10, -0.28], [-0.29, -0.08, 0.17], [-0.11, -0.06, 0.09], [-0.06, -0.04, -0.14], [0.12, -0.08, 0.02], [0.04, 0.01, 0.15], [-0.06, 0.10, 0.13], [-0.16, -0.06, -0.08], [-0.06, 0.00, -0.13], [0.03, 0.15, 0.02], [0.15, -0.07, 0.03]],
  "nbo_charge": [-0.599, -0.255, -0.392, -0.478, 0.232, -0.138, -0.577, 0.210, 0.205, 0.220, 0.218, 0.210, 0.205, 0.230, 0.231, 0.475],
  "multiplicity": 1,
  "lumo_energy_ev": 1.1,
  "smiles": "C[C@H]1CC/C1=N\\O",
  "e_homo_ev": -9.447,
  "orbital_gap_ev": 10.54
}

# 4
{
  "formula": "C41H30BrFeN2OP2S2",
  "method": "ωB97M-V/def2-TZVPD",
  "species": ["Fe", "Br", "C", "C", "C", "C", "O", "C", "C", "N", "C", "C", "C", "C", "C", "C", "C", "C", "N", "C", "C", "H", "H", "H", "H", "H", "H", "H", "H", "H", "H", "S", "P", "C", "P", "S", "C", "C", "C", "C", "C", "C", "C", "C", "C", "C", "C", "C", "C", "C", "C", "C", "C", "C", "C", "C", "C", "C", "C", "C", "H", "H", "H", "H", "H", "H", "H", "H", "H", "H", "H", "H", "H", "H", "H", "H", "H", "H", "H", "H"],
  "coordinates": [[0.553507, 1.541295, 1.506645], [-4.580121, -3.209563, 1.974532], [-3.225300, -1.911692, 2.269554], [-2.368354, -2.119168, 3.341561], [-1.395366, -1.207378, 3.671361], [-1.268370, -0.024003, 2.915906], [-0.298511, 0.803388, 3.131372], [-2.254303, 0.231853, 1.924537], [-2.302333, 1.515741, 1.341439], [-1.269156, 2.297633, 1.372005], [-1.312127, 3.679014, 1.153811], [-2.425046, 4.448605, 0.948490], [-2.295020, 5.827073, 0.669003], [-1.073542, 6.432079, 0.637955], [0.090784, 5.682504, 0.935062], [1.391556, 6.232839, 0.989870], [2.446629, 5.437943, 1.326213], [2.223364, 4.074375, 1.591613], [1.035724, 3.523809, 1.517116], [-0.038360, 4.311620, 1.198575], [-3.211505, -0.745398, 1.469735], [-2.468622, -3.023382, 3.929487], [-0.696345, -1.393852, 4.474979], [-3.238300, 1.869172, 0.904066], [-3.409052, 4.000370, 0.980473], [-3.187366, 6.404577, 0.466692], [-0.983162, 7.486510, 0.409579], [1.533688, 7.284000, 0.769484], [3.451425, 5.830094, 1.392785], [3.037531, 3.410743, 1.855319], [-4.208310, -0.311030, 1.417950], [0.207361, 2.119765, -1.413398], [-0.389442, 0.269559, -0.964054], [0.173144, -0.245446, 0.596275], [1.811531, -0.778093, 0.714172], [2.665346, 0.666775, 1.849035], [2.837558, -1.026217, -0.769424], [3.128598, -2.288719, -1.276075], [3.896070, -2.412463, -2.426402], [4.362752, -1.280592, -3.076538], [4.051651, -0.018172, -2.588483], [3.287681, 0.111670, -1.440486], [1.895091, -2.370678, 1.573716], [3.129001, -2.849024, 2.015862], [3.209680, -4.091937, 2.620189], [2.061851, -4.864194, 2.774222], [0.834206, -4.385220, 2.346086], [0.748900, -3.130854, 1.750939], [-2.203790, 0.020027, -1.021412], [-2.822644, -1.119112, -0.385993], [-4.045685, -1.509662, -1.014968], [-4.767366, -0.662224, -1.826813], [-4.237687, 0.560883, -2.209984], [-2.914140, 0.843108, -1.866629], [0.072306, -0.890693, -2.302352], [0.472919, -0.416534, -3.544322], [0.798872, -1.310997, -4.557372], [0.717368, -2.677585, -4.335745], [0.323295, -3.156394, -3.093525], [0.011318, -2.266799, -2.078409], [2.756574, -3.173271, -0.774700], [4.130075, -3.395746, -2.814466], [4.968144, -1.381861, -3.968754], [4.405155, 0.867998, -3.100238], [3.029521, 1.089845, -1.057257], [4.014138, -2.236532, 1.885928], [4.167002, -4.468083, 2.957493], [2.131523, -5.845160, 3.227513], [-0.057844, -4.986843, 2.469503], [-0.203483, -2.729595, 1.425418], [-2.121000, -1.945499, -0.324391], [-4.456062, -2.477899, -0.763190], [-5.732806, -0.969904, -2.210036], [-4.804756, 1.239324, -2.833465], [-2.413743, 1.712498, -2.281499], [0.536383, 0.651890, -3.709143], [1.110994, -0.935067, -5.523693], [0.969462, -3.372220, -5.127449], [0.261874, -4.222858, -2.915128], [-0.262495, -2.640946, -1.097728]],
  "forces_ev_per_angstrom": [[-1.54, -1.03, 0.50], [-0.04, 0.00, 0.03], [-0.20, -0.14, -0.04], [0.13, -0.29, -0.14], [0.01, 0.08, 0.18], [0.06, 0.41, -0.63], [0.96, -0.13, 0.04], [-0.02, -0.09, -0.11], [-0.22, 0.27, 0.42], [0.25, 0.28, -0.27], [0.03, -0.10, -0.16], [-0.04, 0.03, -0.11], [-0.10, -0.10, -0.01], [0.06, 0.06, 0.04], [-0.03, 0.02, -0.03], [-0.06, 0.01, -0.01], [0.10, -0.01, 0.05], [-0.01, -0.05, -0.02], [-0.04, 0.42, 0.01], [0.03, -0.14, 0.08], [-0.44, 0.65, 3.29], [-0.02, -0.03, -0.06], [0.01, 0.02, -0.01], [-0.03, -0.04, 0.07], [-0.01, 0.04, -0.03], [0.00, 0.00, 0.02], [0.02, 0.00, 0.02], [-0.01, 0.00, 0.02], [0.00, 0.00, -0.01], [0.03, 0.03, -0.04], [-0.03, -0.12, -1.23], [-0.01, 0.04, 0.08], [0.09, -0.51, 0.29], [0.93, 0.48, -0.84], [-0.35, -0.10, 0.27], [0.13, 0.11, 0.03], [-0.10, 0.11, -0.02], [0.07, 0.07, 0.01], [-0.01, -0.03, 0.03], [0.01, 0.02, -0.01], [-0.02, 0.03, 0.05], [0.09, -0.10, 0.03], [0.18, 0.00, -0.10], [-0.13, -0.01, 0.04], [0.02, 0.02, -0.06], [0.03, -0.03, 0.01], [0.00, 0.04, -0.01], [0.01, -0.08, -0.05], [0.09, 0.22, -0.21], [0.57, -0.32, -3.49], [-0.15, -0.14, 0.42], [-0.25, -0.04, 0.13], [0.13, 0.06, 0.04], [-0.10, 0.37, 0.29], [0.09, -0.09, 0.16], [-0.01, -0.10, -0.06], [-0.07, 0.02, 0.04], [0.01, 0.00, -0.02], [-0.07, 0.01, 0.03], [-0.11, 0.07, -0.06], [0.03, -0.01, -0.01], [-0.02, 0.00, 0.00], [-0.01, 0.00, 0.00], [-0.01, -0.01, -0.01], [0.05, 0.02, 0.00], [0.03, -0.04, 0.01], [-0.01, 0.00, 0.02], [-0.01, 0.02, 0.02], [0.00, 0.02, 0.02], [0.00, 0.01, 0.00], [-0.07, -0.02, 1.16], [0.01, -0.04, -0.10], [0.00, -0.03, 0.06], [0.05, -0.03, -0.07], [-0.04, 0.02, 0.01], [0.03, 0.00, 0.02], [0.02, -0.01, 0.01], [0.00, 0.01, 0.00], [0.03, 0.00, 0.01], [0.02, -0.04, -0.02]],
  "lowdin_spin": [1.197, 0.020, 0.098, -0.007, 0.101, 0.004, -0.033, 0.029, 0.001, -0.002, -0.002, 0.006, -0.001, 0.006, 0.000, 0.005, -0.001, 0.008, 0.006, 0.003, -0.051, -0.003, 0.005, -0.001, 0.001, 0.000, 0.000, 0.000, 0.000, 0.000, 0.008, -0.033, -0.022, -0.067, -0.007, -0.035, 0.003, 0.000, 0.000, 0.000, 0.000, 0.000, 0.000, -0.001, 0.000, 0.000, 0.000, 0.001, -0.066, 0.032, -0.084, 0.004, -0.093, 0.003, -0.009, -0.004, 0.000, -0.002, 0.000, -0.004, 0.000, 0.000, 0.000, 0.000, 0.000, 0.000, 0.000, 0.000, 0.000, 0.000, -0.007, -0.004, 0.003, -0.006, 0.001, -0.001, 0.000, 0.000, 0.000, -0.001],
  "multiplicity": 2,
  "lumo_energy_ev": [-1.3, -1.3],
  "e_homo_ev": [-6.972, -6.951],
  "s_squared": 1.2440,
  "orbital_gap_ev": [5.70, 5.60]
}

# 5
{
  "formula": "C12H21N2PtS",
  "method": "ωB97M-V/def2-TZVPD",
  "species": ["Pt", "C", "C", "C", "C", "C", "C", "C", "C", "C", "C", "H", "H", "H", "H", "H", "H", "H", "H", "H", "H", "H", "H", "H", "H", "H", "C", "N", "C", "N", "S", "H", "H", "H", "H", "H", "H"],
  "coordinates": [[0.257399, 0.084673, 0.276879], [2.133135, -0.418890, -1.066742], [2.024368, 1.009015, -0.943969], [2.117375, 1.339334, 0.441793], [2.293624, 0.114791, 1.184006], [2.311178, -0.968640, 0.244286], [2.543478, -2.409527, 0.548844], [2.576074, 0.045933, 2.647758], [2.176533, 2.711105, 1.024175], [1.905666, 2.008950, -2.043865], [2.129183, -1.222294, -2.321356], [3.559256, -2.695965, 0.265443], [1.858137, -3.049011, -0.007025], [2.422585, -2.618613, 1.609190], [3.585821, 0.408689, 2.853429], [2.504877, -0.972649, 3.022948], [1.884229, 0.667079, 3.216387], [3.214484, 3.045832, 1.097225], [1.752182, 2.735335, 2.026831], [1.640083, 3.429443, 0.406062], [2.820806, 2.601376, -2.111830], [1.080719, 2.698503, -1.865836], [1.742917, 1.530953, -3.006788], [3.125324, -1.630681, -2.507908], [1.845223, -0.623479, -3.183157], [1.440947, -2.064348, -2.248454], [-2.651887, 1.645268, 3.394979], [-2.316231, 1.300142, 2.022068], [-2.131496, 0.061110, 1.586209], [-2.157243, -0.943484, 2.456620], [-1.992433, -0.254234, -0.140312], [-2.715701, 2.725633, 3.476471], [-1.872488, 1.304158, 4.078141], [-3.613224, 1.217710, 3.687296], [-2.429751, 1.995940, 1.302085], [-2.364220, -0.806214, 3.432428], [-2.111539, -1.884480, 2.103367]],
  "forces_ev_per_angstrom": [[0.14, -0.04, -0.27], [0.01, 0.00, 0.08], [0.04, 0.01, 0.02], [0.08, -0.21, 0.18], [0.09, 0.14, -0.22], [0.00, 0.13, 0.08], [-0.01, -0.02, -0.05], [-0.04, -0.04, 0.02], [-0.04, 0.03, -0.05], [-0.03, -0.05, -0.04], [-0.02, 0.03, -0.02], [0.01, 0.00, 0.01], [0.00, 0.00, -0.01], [-0.01, -0.02, 0.00], [0.01, -0.02, -0.01], [-0.01, 0.00, 0.01], [0.01, 0.01, 0.00], [0.01, 0.00, 0.00], [0.01, 0.01, 0.01], [0.00, 0.01, 0.00], [0.01, -0.01, -0.01], [0.01, 0.01, 0.00], [-0.01, 0.01, 0.00], [0.01, 0.01, -0.01], [-0.02, -0.01, -0.01], [0.00, -0.01, 0.00], [0.08, 0.00, 0.03], [-0.26, 0.01, 0.01], [-0.40, 0.02, -0.22], [-0.11, -0.08, 0.01], [0.23, 0.06, 0.46], [0.00, 0.00, -0.02], [0.00, 0.00, 0.00], [0.01, -0.01, 0.01], [0.12, 0.01, 0.00], [0.02, 0.00, 0.00], [0.07, 0.01, 0.00]],
  "lowdin_spin": [0.837, 0.188, 0.174, 0.124, 0.115, 0.151, 0.023, 0.023, 0.022, 0.025, 0.026, 0.009, 0.004, 0.000, 0.008, 0.000, 0.004, 0.008, 0.002, 0.001, 0.009, 0.006, 0.000, 0.010, 0.000, 0.006, 0.003, 0.041, 0.043, 0.031, 0.105, 0.000, 0.001, 0.002, 0.001, 0.000, 0.001],
  "multiplicity": 3,
  "lumo_energy_ev": [-2.5, -4.3],
  "e_homo_ev": [-10.249, -12.208],
  "s_squared": 2.0096,
  "charge": 1,
  "orbital_gap_ev": [7.73, 7.92]
}

| no. | E_tot (hartree) |
| --- | --- |
| 1 | -269.01357 |
| 2 | -926.05551 |
| 3 | -325.83145 |
| 4 | -7081.90203 |
| 5 | -1096.64350 |